1.
ORCA calculation (ωB97M-V with the def2-TZVPD basis set) on a cluster of 2 separate species, C6H13O2 in total in a non-equilibrium geometry.

```
21
Properties=species:S:1:pos:R:3:forces:R:3
C -0.508030 0.606208 -2.384362 -0.28 -1.80 2.26
O 0.295658 0.275750 -3.361004 0.57 0.42 -0.45
C 0.191093 0.322914 -0.887343 -0.55 -0.28 -2.45
C -0.491097 0.884623 0.347144 1.85 0.48 0.52
C 0.290676 0.437811 1.578974 0.50 0.12 -0.46
C 1.490402 0.939645 1.849655 0.69 0.88 1.78
C -0.279212 -0.638210 2.460751 -0.77 0.00 -1.01
H -1.400305 -0.089746 -2.353823 -0.60 0.66 0.05
H -0.827456 1.665322 -2.206359 -0.23 0.09 -0.59
H 1.125959 0.700415 -1.312460 0.47 0.65 1.45
H 0.380674 -0.731254 -0.735588 -0.22 -0.27 0.02
H -1.536673 0.596938 0.466809 -0.08 0.14 -0.38
H -0.326517 1.964477 0.303176 -0.77 0.14 0.03
H 2.006452 0.745805 2.793792 -0.26 -0.92 -0.04
H 2.015151 1.813670 1.484859 -0.58 0.01 -1.21
H -1.009672 -0.145103 3.107917 0.14 -0.32 0.42
H 0.468456 -1.235811 2.963199 0.16 0.26 0.51
H -0.854088 -1.346890 1.852491 0.01 0.08 -0.03
H -1.122629 -2.187330 -2.157369 0.30 0.50 -0.15
H 0.399999 -1.965948 -1.929827 -0.31 0.40 -0.56
O -0.308835 -2.613294 -1.880629 -0.04 -1.23 0.31
```
Positions in Å, forces in eV/Å.

ΔE to the lowest compared entry with this formula, charge and spin (eV): 3.641
Total energy (Ha): -386.82573
Charge: -1
Strongest force on any atom (eV/A): 2.90
Spin multiplicity: 1


2.
ORCA calculation (ωB97M-V with the def2-TZVPD basis set) on a structure of composition C22H29F4N4STeV.

```
62
Properties=species:S:1:pos:R:3:forces:R:3
V 0.641469 -0.378733 -0.455601 -0.12 0.21 -0.09
C -0.503558 1.585289 3.491431 0.00 -0.03 -0.07
C -0.070439 1.318122 2.053272 0.04 0.03 0.10
N -0.161632 -0.071135 1.546110 0.07 0.17 0.02
C 0.727396 -1.013536 2.268180 -0.02 -0.13 0.07
C 0.192261 -1.676553 3.533800 0.01 -0.04 -0.06
C -1.572636 -0.513566 1.446532 0.01 -0.04 -0.02
C -1.713367 -1.819424 0.673944 0.01 0.03 0.01
N -0.835743 -1.742528 -0.483442 0.02 -0.13 -0.10
C -0.843031 -2.691731 -1.459360 0.02 0.05 0.06
C 0.181209 -2.649524 -2.414460 0.02 0.05 0.02
F 1.139692 -1.643572 -2.231598 -0.06 0.00 -0.05
C 0.336394 -3.521347 -3.461381 0.01 0.03 0.01
F 1.382372 -3.365095 -4.284269 0.02 0.01 0.00
C -0.569833 -4.543221 -3.645019 -0.05 -0.05 0.00
C -1.601817 -4.630163 -2.724728 0.07 0.01 -0.07
F -2.509374 -5.597386 -2.855047 -0.01 -0.01 0.01
C -1.743354 -3.749027 -1.669544 -0.08 0.01 0.08
F -2.782969 -3.919169 -0.832446 0.00 -0.02 -0.02
H -0.530470 2.665012 3.642664 0.00 -0.01 0.01
H 0.189473 1.169822 4.220080 0.01 -0.02 0.02
H -1.504246 1.204448 3.695367 0.00 0.00 0.02
H 0.966330 1.640353 1.925111 0.00 -0.01 -0.03
H -0.688085 1.922177 1.393341 -0.01 0.03 -0.09
H 1.651550 -0.475738 2.484318 -0.03 0.05 0.00
H 1.003360 -1.811389 1.561974 -0.02 -0.08 0.03
H -0.092286 -0.957095 4.296021 0.00 0.04 0.02
H 0.979076 -2.308449 3.946371 -0.01 0.00 0.02
H -0.664785 -2.316600 3.330662 0.00 0.00 0.00
H -2.099581 0.282226 0.911211 0.03 -0.02 0.03
H -2.034576 -0.605465 2.432368 0.00 -0.02 0.01
H -2.767465 -1.937487 0.416644 -0.01 0.01 -0.03
H -1.454153 -2.675714 1.306847 0.00 0.00 0.01
H -0.483303 -5.242306 -4.462701 0.00 0.00 0.00
C -0.028863 3.467538 -0.941000 -0.18 0.05 0.02
Te -0.257155 1.718401 -2.140137 0.14 -0.17 -0.02
C -2.335833 1.831705 -1.677751 -0.03 0.02 0.11
C -2.444418 2.836045 -0.553421 0.11 0.01 -0.08
C -3.635333 2.973099 0.154109 -0.03 0.04 0.07
C -3.742516 3.900953 1.177429 0.06 0.02 -0.01
C -2.657123 4.711451 1.495326 -0.03 -0.05 -0.05
C -1.469447 4.580016 0.794243 -0.07 0.03 0.05
C -1.351797 3.639748 -0.225909 0.06 -0.05 -0.01
H 0.204281 4.317688 -1.579521 -0.02 -0.03 -0.05
H 0.800303 3.323832 -0.250141 -0.02 -0.04 0.02
H -2.694844 0.843293 -1.390897 0.05 0.02 0.00
H -2.883002 2.148515 -2.564001 0.04 0.04 -0.01
H -4.483089 2.348881 -0.101799 0.00 0.00 0.00
H -4.671083 3.997737 1.723761 0.00 0.00 0.00
H -2.738536 5.442061 2.288936 0.00 0.00 0.00
H -0.621460 5.207117 1.043445 0.00 -0.01 0.00
C 5.155915 -1.672732 -2.450849 0.01 0.01 0.00
N 4.046436 -1.002133 -1.791127 0.01 0.02 -0.01
C 4.183076 -0.017387 -0.910609 0.05 -0.04 -0.03
N 5.419502 0.387266 -0.607804 -0.06 0.03 0.02
S 2.866914 0.765337 -0.145425 -0.01 0.02 0.04
H 4.754422 -2.453547 -3.089316 -0.01 0.00 0.00
H 5.819964 -2.136769 -1.719789 0.00 -0.01 0.00
H 5.723400 -0.981142 -3.076859 0.00 0.01 0.00
H 3.110802 -1.261061 -2.052656 0.00 0.00 0.02
H 6.237056 0.021253 -1.063856 0.01 0.00 0.00
H 5.528559 1.131366 0.058973 0.02 0.00 0.00
```
Positions in Å, forces in eV/Å.

ΔE to the lowest compared entry with this formula, charge and spin (eV): 0.000
Total energy (Ha): -3084.24698
Charge: +1
Strongest force on any atom (eV/A): 0.25
Spin multiplicity: 4
Expectation value of S²: 3.76


3.
ORCA calculation (ωB97M-V with the def2-TZVPD basis set) on a cluster of 2 separate species, C3H10NO2 in total in a non-equilibrium geometry.

```
16
Properties=species:S:1:pos:R:3:forces:R:3
C 1.632389 -0.486716 0.311543 -3.90 1.72 -0.14
N 0.388605 -1.393933 0.107348 3.27 0.45 0.99
C -0.994658 -1.013229 0.611319 1.52 -1.88 -0.37
O -1.636560 -0.126260 -0.145958 -0.37 -0.87 0.64
C 1.422517 0.717639 -0.727098 -0.49 -3.65 -1.78
H 2.470971 -1.080079 0.031343 0.86 -0.32 0.02
H 1.682028 -0.123254 1.404523 0.02 -0.59 -1.70
H 0.554220 -1.619774 -0.884881 -1.49 0.03 0.63
H -1.326468 -2.095760 0.660124 -1.09 0.60 -0.49
H -0.823654 -0.908519 1.741629 -0.08 1.04 -0.94
H 0.952572 0.265260 -1.707762 0.74 0.23 1.77
H 0.665967 1.402210 -0.526548 -1.06 1.33 1.16
H 2.273674 1.134500 -1.170615 1.78 1.13 0.08
H -2.321406 2.372435 -0.463704 -0.22 -0.61 1.25
H -2.411783 0.918157 0.315125 1.01 1.87 -0.12
O -2.528421 2.037323 0.443618 -0.50 -0.46 -0.97
```
Positions in Å, forces in eV/Å.

ΔE to the lowest compared entry with this formula, charge and spin (eV): 1.903
Total energy (Ha): -325.48474
Charge: -1
Strongest force on any atom (eV/A): 4.26
Spin multiplicity: 1


4.
ORCA calculation (ωB97M-V with the def2-TZVPD basis set) on a cluster of 2 separate species, C13H19N in total in a non-equilibrium geometry.

```
33
Properties=species:S:1:pos:R:3:forces:R:3
C 0.590452 2.383938 3.311789 -1.66 2.15 0.79
C 1.128012 0.353093 1.677990 -1.32 0.98 0.43
C 1.190113 1.811843 2.132397 0.63 -3.48 -2.77
C 1.820387 0.181887 0.471818 0.75 0.77 -0.37
C 1.930669 2.424129 1.098600 0.27 -3.33 -1.34
C 0.306970 -1.942954 1.382532 0.81 2.74 0.91
C 1.039177 -2.078052 0.216950 -0.91 -1.70 1.19
C 0.289993 -0.686761 2.105578 2.57 -1.14 -2.84
C 1.925215 -1.051551 -0.201647 -1.72 0.80 -0.37
N 2.316499 1.515185 0.087257 -2.64 -1.08 5.49
H -0.142764 -2.789814 1.824647 -0.96 -0.61 0.12
H 0.751493 -3.115489 -0.199262 1.64 1.93 -0.29
H -0.303026 -0.518529 2.908136 -1.81 0.11 2.50
H 2.387665 -1.208208 -1.159032 0.55 0.39 -0.12
H 1.131337 3.177149 3.843084 0.34 0.07 -0.71
H 0.439490 1.685784 4.085636 -0.27 -1.31 0.69
H 2.239655 3.392009 1.263643 0.88 2.15 -0.87
H 2.694097 1.563702 -0.794964 1.37 1.30 -2.18
H -0.451293 2.857226 3.152831 1.44 -0.76 -0.26
C -2.703631 -0.363828 -2.610034 1.42 -1.92 -0.27
C -3.736579 -1.427578 -2.498327 -0.67 -1.70 0.95
C -1.816155 -0.518306 -1.400821 0.91 2.18 1.01
C -1.947621 -0.449678 -4.002795 0.83 1.39 2.26
H -3.132042 0.593792 -2.459311 -0.78 0.90 -0.44
H -3.458149 -2.421258 -2.936563 -0.04 0.99 -0.10
H -2.244174 -0.990787 -0.541427 -0.96 -0.20 0.45
H -0.975927 -1.133126 -1.558050 1.48 -0.49 -0.56
H -1.523184 0.500222 -0.999819 0.31 -1.02 -0.54
H -0.832117 -0.582676 -3.777974 -1.45 0.46 -0.67
H -2.263566 -1.248487 -4.662604 -0.31 0.10 0.01
H -2.209945 0.563997 -4.336021 0.86 -0.53 -1.14
H -4.645191 -1.054582 -2.972686 -0.38 -0.61 0.40
H -3.779869 -1.694315 -1.395235 -1.19 0.46 -1.34
```
Positions in Å, forces in eV/Å.

ΔE to the lowest compared entry with this formula, charge and spin (eV): 2.873
Total energy (Ha): -561.14181
Charge: +1
Strongest force on any atom (eV/A): 6.18
Spin multiplicity: 2
Expectation value of S²: 0.77